<i>
Entry from OMol25: a structure of composition C32H45F11HgN7OSi (the ωB97M-V functional and the def2-TZVPD basis).

Each line ends with the Löwdin charge.
Atoms and positions in Å:
Hg -0.16466 -0.78924 -0.17775  1.193
N -1.32301 1.15658 -0.32265  -0.051
C -2.53353 1.09611 -1.14981  -0.240
C -3.62857 0.25843 -0.47684  -0.210
N -3.08150 -0.89855 0.20431  -0.090
C -3.74588 -2.16650 0.04353  -0.242
C -3.33622 -2.86364 -1.25219  -0.281
N -1.90117 -3.08554 -1.27369  0.009
H -0.68766 1.87657 -0.64468  0.059
H -1.54520 1.31634 0.66791  0.040
H -2.93591 2.09643 -1.35051  0.114
H -2.24375 0.65649 -2.10115  0.050
H -4.18941 0.88422 0.22889  0.106
H -4.33142 -0.07003 -1.25041  0.106
H -2.90361 -0.65904 1.17434  0.067
H -3.44035 -2.79968 0.88184  0.112
H -4.84718 -2.09583 0.07375  0.106
H -3.94051 -3.77823 -1.36032  0.096
H -3.57607 -2.21671 -2.10110  0.084
H -1.58129 -3.74821 -0.57881  0.068
H -1.54629 -3.34729 -2.18119  0.037
F -0.79642 -3.40933 4.63547  0.001
C 0.01934 -3.13997 3.56654  -0.306
C -0.42592 -2.34362 2.52801  -0.105
C 0.39656 -2.10458 1.43387  -0.237
C 1.70962 -2.66156 1.34731  -0.200
C 2.09825 -3.41255 2.47266  -0.237
F 3.35422 -3.97144 2.53809  -0.002
C 1.29476 -3.67260 3.56056  0.014
C 2.52218 -2.44046 0.16973  -0.270
C 3.90959 -2.72319 0.06641  -0.080
C 4.60051 -2.47365 -1.08930  -0.147
C 3.91030 -1.92749 -2.21548  -0.137
C 2.57344 -1.64560 -2.04868  -0.234
N 1.88282 -1.86831 -0.92868  -0.023
H -1.40185 -1.87985 2.61230  0.081
H 1.66159 -4.27997 4.37702  0.113
H 4.43739 -3.12336 0.91878  0.084
H 5.66349 -2.68463 -1.13891  0.070
H 4.40708 -1.71795 -3.15336  0.064
H 1.99825 -1.18594 -2.84975  0.067
C -0.38179 0.34726 -6.10878  -0.194
Si -0.94232 -0.40767 -4.46162  0.331
C -2.83666 -0.21897 -4.52417  -0.195
C -0.65200 -2.27411 -4.59159  -0.180
N -0.10973 0.21184 -3.14511  -0.090
C 0.29657 1.49088 -2.99803  -0.439
C -0.44043 2.62605 -3.43860  -0.081
C 0.01446 3.92332 -3.25593  -0.135
C 1.22321 4.18015 -2.61968  -0.153
C 1.96730 3.08860 -2.16879  -0.138
C 1.52139 1.79154 -2.33860  -0.077
H -0.75100 -0.22734 -6.96367  0.011
H 0.70967 0.38333 -6.16484  0.022
H -0.74445 1.37376 -6.20888  0.010
H -3.23746 -0.70823 -5.41831  0.018
H -3.13737 0.83292 -4.55134  0.015
H -3.31786 -0.67293 -3.65319  -0.009
H -0.39257 -2.56832 -5.61252  0.013
H -1.54732 -2.83806 -4.31251  0.004
H 0.16978 -2.57100 -3.93641  0.012
H -1.39862 2.45704 -3.91958  0.083
H -0.59239 4.75196 -3.60875  0.085
H 1.57661 5.19377 -2.47690  0.073
H 2.92102 3.25894 -1.67672  0.087
H 2.11564 0.95228 -1.99181  0.082
C 3.17822 2.27847 3.34939  -0.058
C 3.38688 1.08037 2.41494  -0.633
C 4.42188 1.41362 1.34142  -0.047
C 3.85055 -0.13425 3.21497  -0.039
N 2.15729 0.65004 1.74631  -0.074
N 1.43184 1.61187 1.01506  0.022
H 4.08881 2.48517 3.91842  0.074
H 2.36960 2.07531 4.05509  0.072
H 2.92606 3.18191 2.78908  0.067
H 5.40012 1.59449 1.79419  0.075
H 4.13848 2.31125 0.78532  0.065
H 4.50216 0.57973 0.64034  0.083
H 4.82727 0.05309 3.66738  0.077
H 3.91881 -1.00109 2.55728  0.071
H 3.13986 -0.36774 4.01290  0.086
H 1.51593 0.20555 2.39489  0.101
H 1.91963 1.84775 0.16018  0.035
H 1.23406 2.46714 1.53494  0.070
F -1.92702 3.66801 4.57767  0.134
C -1.55512 2.76265 3.64865  -0.543
F -0.31647 2.37013 3.97476  0.143
F -1.45010 3.42069 2.49105  0.149
C -2.53834 1.54011 3.50329  -0.387
O -2.33431 0.90799 2.37510  -0.118
C -2.33612 0.60194 4.74299  -0.553
F -1.16515 -0.02053 4.69729  0.164
F -3.28647 -0.34461 4.76864  0.151
F -2.39163 1.24000 5.93282  0.131
C -4.01026 2.11167 3.55654  -0.545
F -4.88605 1.18024 3.16653  0.146
F -4.43346 2.55237 4.75688  0.131
F -4.14261 3.14304 2.70597  0.143

Results
Total charge: -2
HOMO energy (spin up / spin down) in Ha: 0.0364 / -0.0729
LUMO energy (spin up / spin down) in eV: 4.59 / 4.59
Kohn-Sham gap (spin up / spin down) in eV: 3.602 / 6.570
2S+1: 2
<S²>: 0.78

***

<ii>
Entry from OMol25: a structure of composition C32H45F11HgN7OSi (the ωB97M-V functional and the def2-TZVPD basis).

Each line ends with the Löwdin charge.
Atoms and positions in Å:
Hg 0.49959 0.16375 -0.71582  0.920
N 2.49833 2.52220 -0.91204  -0.015
C 2.21426 3.57512 0.04178  -0.291
C 2.20141 3.04452 1.48021  -0.244
N 1.15934 2.10611 1.77532  -0.081
C -0.02829 2.58471 2.42093  -0.250
C -1.10053 3.14855 1.47963  -0.293
N -1.56676 2.15513 0.54708  0.001
H 2.32951 2.79060 -1.87069  0.036
H 3.42773 2.13342 -0.82417  0.058
H 2.92955 4.41649 0.00196  0.092
H 1.22880 3.97772 -0.20196  0.092
H 3.16932 2.56715 1.67573  0.110
H 2.14644 3.92095 2.15259  0.102
H 1.49365 1.22274 2.14465  0.037
H -0.46397 1.74888 2.97884  0.101
H 0.20120 3.37150 3.16708  0.100
H -1.89209 3.58716 2.11639  0.092
H -0.67278 3.97894 0.91008  0.092
H -2.09866 1.40166 0.96293  0.036
H -2.06186 2.50825 -0.25871  0.053
F -1.25004 -2.92813 -4.98979  0.023
C -0.21301 -2.72637 -4.12708  -0.289
C -0.38324 -1.92124 -3.02070  -0.098
C 0.67210 -1.73039 -2.13013  -0.200
C 1.89804 -2.36584 -2.37827  -0.176
C 2.01884 -3.14208 -3.52339  -0.233
F 3.21125 -3.74494 -3.83712  0.016
C 0.98820 -3.34562 -4.42018  0.027
C 3.00657 -2.24293 -1.39438  -0.239
C 3.82825 -3.32258 -1.06023  -0.025
C 4.76922 -3.16770 -0.05879  -0.085
C 4.86633 -1.95442 0.60204  -0.088
C 4.01196 -0.93665 0.20686  -0.143
N 3.13119 -1.06622 -0.77693  0.084
H -1.32633 -1.40047 -2.89056  0.079
H 1.12450 -3.94645 -5.30723  0.114
H 3.70727 -4.27373 -1.55935  0.103
H 5.40113 -4.00150 0.22506  0.096
H 5.54933 -1.80592 1.42637  0.089
H 4.01123 0.01693 0.72342  0.094
C -1.24171 1.91622 -5.83667  -0.200
Si -0.48282 2.00664 -4.09024  0.319
C -0.10059 3.86251 -3.80238  -0.185
C 1.18623 1.13953 -4.23679  -0.193
N -1.38322 1.30173 -2.86826  -0.086
C -2.68682 1.31596 -2.58545  -0.434
C -3.21326 0.45082 -1.57664  -0.095
C -4.54884 0.43458 -1.23463  -0.139
C -5.47450 1.26917 -1.86420  -0.169
C -4.99741 2.13306 -2.84606  -0.155
C -3.65936 2.16548 -3.19620  -0.072
H -0.47905 2.11457 -6.59684  0.009
H -2.05003 2.63766 -5.97674  0.002
H -1.64863 0.91863 -6.01650  0.018
H -0.19243 4.44775 -4.72302  0.005
H 0.91295 4.01368 -3.42004  -0.005
H -0.79415 4.27748 -3.06801  0.010
H 1.87238 1.70526 -4.87622  0.019
H 1.07083 0.13852 -4.65936  0.016
H 1.64678 1.01376 -3.25424  -0.022
H -2.50855 -0.18617 -1.05140  0.060
H -4.87804 -0.23923 -0.44792  0.073
H -6.52289 1.25179 -1.59245  0.066
H -5.68708 2.80512 -3.35030  0.080
H -3.32481 2.86379 -3.95674  0.076
C -2.40746 -2.69529 3.75040  -0.053
C -3.08276 -1.94848 2.59521  -0.641
C -3.54654 -2.93314 1.52520  -0.051
C -4.27403 -1.15283 3.11892  -0.056
N -2.20242 -0.95440 1.95521  -0.082
N -0.98993 -1.42112 1.40388  0.003
H -3.08667 -3.43413 4.18264  0.076
H -2.10777 -2.00059 4.53771  0.070
H -1.51513 -3.22592 3.41388  0.069
H -4.33361 -3.58038 1.91919  0.076
H -2.72404 -3.56816 1.19235  0.075
H -3.93313 -2.39132 0.66092  0.075
H -5.01372 -1.81497 3.57281  0.076
H -4.74086 -0.59984 2.30237  0.075
H -3.95213 -0.43531 3.87847  0.078
H -1.94925 -0.25087 2.64300  0.096
H -1.14882 -1.89375 0.52451  0.043
H -0.43579 -1.99312 2.03156  0.046
F 3.92139 0.64677 5.04918  0.141
C 3.90497 -0.57829 4.48558  -0.523
F 4.35687 -1.43915 5.43521  0.120
F 4.82707 -0.56915 3.51343  0.138
C 2.47552 -0.91028 3.91629  -0.406
O 2.22629 -0.25715 2.81966  -0.102
C 2.41418 -2.47641 3.72805  -0.515
F 2.29531 -3.17194 4.89224  0.120
F 1.37228 -2.84085 2.96835  0.138
F 3.52489 -2.94037 3.12286  0.142
C 1.43307 -0.54924 5.04006  -0.521
F 0.25505 -1.16577 4.80101  0.128
F 1.18730 0.76546 5.06319  0.150
F 1.79791 -0.89758 6.30256  0.121

Results
Total charge: -2
HOMO energy (spin up / spin down) in Ha: 0.0043 / -0.0505
LUMO energy (spin up / spin down) in eV: 4.38 / 4.38
Kohn-Sham gap (spin up / spin down) in eV: 4.264 / 5.755
2S+1: 2
<S²>: 0.76

***

Energetically preferred structure: <i> | next structure: +0.0220 hartree

***

<i>
Entry from OMol25: a cluster of 2 separate species, C4H13N2O in total (the ωB97M-V functional and the def2-TZVPD basis).

Each line ends with the Löwdin charge.
Atoms and positions in Å:
C -0.07161 -1.33356 -1.76185  -0.314
O -0.56743 -0.24814 -1.01195  -0.059
C -0.85240 -2.61288 -1.33175  -0.095
H 1.06748 -1.47548 -1.51916  0.158
H -0.17025 -1.19108 -2.87592  0.114
H -0.51911 -3.57026 -1.85536  0.095
H -1.92119 -2.45081 -1.49143  0.064
H -0.72480 -2.74706 -0.23524  0.075
C -0.33972 1.75307 0.99951  -0.299
C 1.01173 1.02748 1.12677  -0.292
N 1.12795 0.43533 2.49686  -0.015
N -0.35953 2.42540 -0.34143  -0.045
H -1.12332 0.98359 0.93457  0.090
H -0.41723 2.44051 1.81182  0.095
H 1.06782 0.38516 0.20184  0.085
H 1.80705 1.79060 1.05547  0.110
H 2.13011 0.17906 2.70963  0.081
H 0.60462 -0.42104 2.52496  0.041
H -0.53860 1.62673 -1.04429  0.055
H -1.21154 3.00337 -0.39305  0.057

Results
HOMO energy (spin up / spin down) in Ha: -0.3235 / -0.3229
LUMO energy (spin up / spin down) in eV: 0.85 / -2.07
Kohn-Sham gap (spin up / spin down) in eV: 9.653 / 6.715
2S+1: 2
<S²>: 0.75

***

<ii>
Entry from OMol25: a cluster of 2 separate species, C4H13N2O in total (the ωB97M-V functional and the def2-TZVPD basis).

Each line ends with the Löwdin charge.
Atoms and positions in Å:
C -1.09582 -0.97140 2.56940  -0.118
C -0.62066 0.25251 1.70667  -0.266
C 0.42858 -0.18849 0.70542  -0.234
N 0.25558 -0.17386 -2.39688  0.016
C -0.29327 -1.02984 -1.53714  -0.364
N -0.07256 -1.19095 -0.23124  -0.090
H -1.59664 -1.62573 1.90185  0.036
H -1.89566 -0.80372 3.29569  0.062
H -0.17572 -1.37324 3.10478  0.088
H -1.50977 0.76889 1.29711  0.115
H -0.21084 0.87958 2.41631  0.061
H 0.89777 0.65192 0.13395  0.100
H 1.34035 -0.73936 1.48434  0.175
H 0.85308 -0.52121 -3.12423  0.060
H 0.77942 0.63822 -1.99588  0.060
H -0.85030 -1.85886 -2.04217  0.111
H -0.02081 -2.18875 0.23602  0.163
H 0.93880 3.24366 -3.15317  -0.003
H 1.87939 3.25377 -2.09249  0.053
O 0.96907 2.97687 -2.27836  -0.026

Results
HOMO energy (spin up / spin down) in Ha: -0.1711 / -0.3185
LUMO energy (spin up / spin down) in eV: 0.71 / 0.68
Kohn-Sham gap (spin up / spin down) in eV: 5.364 / 9.348
2S+1: 2
<S²>: 0.75

***

Energetically preferred structure: <i> | next structure: +0.0078 hartree

***

<i>
Entry from OMol25: a cluster of 2 separate species, CH3N2O in total (the ωB97M-V functional and the def2-TZVPD basis).

Each line ends with the Löwdin charge.
Atoms and positions in Å:
C 0.48787 -0.23903 0.06285  0.056
N -0.42426 0.22794 -2.10012  0.484
N -0.03815 -0.01441 -1.10230  0.033
O -0.75087 0.95304 0.96681  -0.030
H 1.45235 0.21143 0.23052  0.147
H 0.51998 -1.28967 0.54722  0.196
H -1.24692 0.15070 1.39501  0.114

Results
Total charge: +1
HOMO energy (spin up / spin down) in Ha: -0.6434 / -0.6434
LUMO energy (spin up / spin down) in eV: -7.87 / -7.87
Kohn-Sham gap (spin up / spin down) in eV: 9.641 / 9.642

***

<ii>
Entry from OMol25: the ion CH3N2O with charge +1 (the ωB97M-V functional and the def2-TZVPD basis).

Each line ends with the Löwdin charge.
Atoms and positions in Å:
C -0.60519 -0.12129 -0.40212  0.350
N 1.38386 0.07628 -0.02624  0.322
N 0.66700 -0.47628 -0.99449  -0.386
O 0.96487 -1.18770 -1.83445  0.285
H -1.20199 -0.70975 0.33902  0.161
H -0.96809 0.87610 -0.64548  0.136
H 1.08290 0.94536 0.40830  0.132

Results
Total charge: +1
HOMO energy (spin up / spin down) in Ha: -0.6606 / -0.6607
LUMO energy (spin up / spin down) in eV: -8.32 / -8.32
Kohn-Sham gap (spin up / spin down) in eV: 9.656 / 9.658

***

Energetically preferred structure: <i> | next structure: +0.0853 hartree

***

<i>
Entry from OMol25: the ion C8H13N3 with charge +2 (the ωB97M-V functional and the def2-TZVPD basis).

Each line ends with the Löwdin charge.
Atoms and positions in Å:
C -0.24347 0.40532 2.23646  0.133
C 0.07485 0.21106 0.98211  -0.223
N 1.10445 -0.67916 0.61736  0.150
C 2.01666 -0.54055 -0.32248  -0.302
C 2.90716 -1.63968 -0.74182  0.026
N 2.12647 0.57954 -1.00810  0.212
C 1.27512 1.37958 -1.49725  -0.014
C -0.09062 1.08391 -1.43348  0.012
C -0.75162 0.61118 -0.34026  -0.044
C -2.27069 0.73194 -0.34393  -0.088
N -2.94958 -0.16604 0.62193  0.192
H 0.49615 -0.02604 2.96660  0.136
H -1.05099 0.95294 2.52485  0.060
H 1.32083 -1.61185 1.15267  0.241
H 3.61430 -1.40596 -1.58878  0.128
H 2.36139 -2.46029 -1.05589  0.070
H 3.76041 -2.03808 -0.01543  0.169
H 1.56026 2.39954 -1.65752  0.158
H -0.70202 1.33931 -2.26662  0.132
H -2.58221 0.66361 -1.37712  0.148
H -2.65727 1.66829 -0.08480  0.132
H -3.23398 -1.04134 0.07920  0.215
H -3.79212 0.07683 1.13276  0.180
H -2.29347 -0.49404 1.41951  0.178

Results
Total charge: +2
SMILES: C=C1[NH+]=C(C)N=CC=C1C[NH3+]
HOMO energy in Ha: -0.6484
LUMO energy in eV: -8.31
Kohn-Sham gap in eV: 9.336

***

<ii>
Entry from OMol25: the ion C8H13N3 with charge +2 (the ωB97M-V functional and the def2-TZVPD basis).

Each line ends with the Löwdin charge.
Atoms and positions in Å:
C 1.89423 2.29006 -0.91256  0.371
C -1.94121 0.30779 -0.11085  -0.295
C -1.26211 -0.96602 -0.26260  0.012
C 1.28113 -1.98616 0.07068  -0.074
C 2.30882 -0.84837 0.44721  0.015
C -0.32042 0.98015 1.59074  0.123
C 0.36415 -0.92088 -0.49782  -0.227
C 1.11977 0.15190 0.15815  -0.231
N 1.38427 1.33064 -0.49734  0.170
N -1.46454 1.17426 0.76587  0.082
N -2.84028 0.68667 -1.00584  0.275
H 2.66856 2.89422 -1.22263  0.125
H -1.40683 -1.58502 0.53096  0.106
H -1.83445 -1.33741 -1.17058  0.161
H 1.64263 -2.84588 -0.63506  0.166
H 0.71015 -2.67268 0.76344  0.144
H 2.66411 -0.87334 1.40383  0.091
H 3.10229 -0.63942 -0.23775  0.127
H -0.32854 0.06048 2.16957  0.117
H 0.31184 1.77920 2.00934  0.129
H 0.39869 -0.76296 -1.53500  0.140
H -1.91954 2.15041 0.83069  0.226
H -3.28009 0.09887 -1.67522  0.149
H -3.25263 1.53350 -0.97727  0.100

Results
Total charge: +2
HOMO energy in Ha: -0.6320
LUMO energy in eV: -8.51
Kohn-Sham gap in eV: 8.687

***

Energetically preferred structure: <i> | next structure: +0.0738 hartree